(1)
Formula: C14H22O10S
Source: the Open Molecules 2025 dataset
Level of theory: ωB97M-V with the def2-TZVPD basis set

Computed properties:
SMILES string: O=S1(=O)OCCO1.O=C1CCCO1.O=C1CCCO1.O=C1CCCO1
E_LUMO in eV: 0.1
Energy in eV: -46182.58202
Energy above the lowest of the compared OMol25 structures with the same formula, charge and spin in kJ/mol: 163.8
Kohn-Sham gap in hartree: 0.372

Geometry (Å):
O (-0.75, 0.68, 0.29)
S (0.40, 1.06, 1.09)
O (0.47, 2.30, 1.82)
O (0.73, -0.30, 2.00)
C (1.77, -1.05, 1.47)
C (2.25, -0.57, 0.14)
O (1.85, 0.78, 0.27)
H (2.70, -1.11, 2.03)
H (1.48, -2.09, 1.30)
H (1.69, -1.06, -0.67)
H (3.32, -0.67, 0.00)
O (-3.98, 3.01, -5.00)
C (-3.75, 2.82, -3.83)
C (-3.71, 3.76, -2.64)
C (-3.03, 2.91, -1.54)
C (-3.27, 1.46, -2.01)
O (-3.41, 1.54, -3.46)
H (-3.32, 4.73, -2.92)
H (-4.77, 3.69, -2.37)
H (-1.96, 3.13, -1.49)
H (-3.37, 3.13, -0.53)
H (-2.52, 0.71, -1.76)
H (-4.22, 1.09, -1.62)
O (3.52, -0.02, 6.53)
C (2.77, -0.90, 6.15)
C (2.87, -1.78, 4.98)
C (1.50, -2.40, 4.89)
C (0.68, -1.76, 5.99)
O (1.59, -1.05, 6.78)
H (3.11, -1.22, 4.08)
H (3.61, -2.55, 5.19)
H (0.99, -2.25, 3.94)
H (1.44, -3.48, 5.01)
H (0.08, -0.96, 5.54)
H (0.04, -2.47, 6.49)
O (-2.22, -1.69, -3.46)
C (-1.10, -1.36, -3.71)
C (-0.47, 0.07, -3.81)
C (1.01, -0.24, -3.62)
C (1.14, -1.60, -4.24)
O (-0.09, -2.28, -3.93)
H (-0.70, 0.62, -4.71)
H (-0.62, 0.62, -2.88)
H (1.69, 0.48, -4.07)
H (1.35, -0.10, -2.60)
H (1.20, -1.56, -5.33)
H (1.99, -2.08, -3.75)

(2)
Formula: C15H34INO3P2
Source: the Open Molecules 2025 dataset
Level of theory: ωB97M-V with the def2-TZVPD basis set

Computed properties:
SMILES string: CCCP(N)(CC=O)(CC(=O)I)P(CC)CC.CCOCC
E_LUMO in eV: -0.3
Energy in eV: -50408.08534
Kohn-Sham gap in hartree: 0.258

Geometry (Å):
C (1.73, -0.52, 2.94)
C (0.14, -0.21, 2.70)
C (-0.30, -0.80, 1.22)
P (-1.06, 0.55, 0.06)
N (0.61, 1.12, -0.26)
C (-1.51, 2.28, 0.72)
C (-2.32, 3.24, -0.39)
O (-2.48, 4.54, -0.10)
C (-1.22, 0.30, -1.87)
C (-1.06, -1.29, -2.31)
O (-1.91, -2.27, -1.97)
I (0.67, -1.86, -3.57)
P (-3.03, -0.29, 0.46)
C (-4.40, 0.43, -0.65)
C (-5.89, -0.23, -0.26)
C (-3.49, -0.30, 2.31)
C (-4.30, 1.05, 2.82)
H (2.29, -0.13, 1.96)
H (1.94, -1.67, 3.09)
H (2.06, 0.13, 3.89)
H (-0.48, -0.72, 3.58)
H (-0.03, 0.97, 2.73)
H (0.60, -1.38, 0.68)
H (-1.12, -1.63, 1.43)
H (1.12, 1.36, 0.62)
H (0.62, 2.02, -0.82)
H (-2.03, 2.29, 1.78)
H (-0.47, 2.85, 0.88)
H (-2.79, 2.78, -1.38)
H (-2.19, 0.81, -2.31)
H (-0.31, 0.85, -2.41)
H (-4.19, 0.04, -1.76)
H (-4.55, 1.58, -0.58)
H (-5.79, -1.32, 0.20)
H (-6.58, -0.34, -1.21)
H (-6.43, 0.52, 0.49)
H (-4.26, -1.20, 2.46)
H (-2.61, -0.52, 3.05)
H (-4.73, 1.69, 1.93)
H (-3.47, 1.73, 3.34)
H (-5.08, 0.78, 3.65)
C (6.11, -2.79, -1.84)
C (4.91, -2.21, -1.11)
O (5.13, -0.91, -0.58)
C (5.46, 0.11, -1.52)
C (4.39, 0.33, -2.57)
H (6.98, -2.82, -1.17)
H (5.89, -3.80, -2.19)
H (6.39, -2.18, -2.70)
H (4.67, -2.86, -0.26)
H (4.02, -2.21, -1.75)
H (6.43, -0.11, -1.99)
H (5.59, 1.04, -0.95)
H (4.22, -0.56, -3.18)
H (4.67, 1.15, -3.24)
H (3.43, 0.59, -2.09)

(3)
Formula: C12H25B3O11P2S
Source: the Open Molecules 2025 dataset
Level of theory: ωB97M-V with the def2-TZVPD basis set

Computed properties:
E_LUMO in eV: -0.2
Energy in eV: -66822.60113
Kohn-Sham gap in hartree: 0.331

Geometry (Å):
C (2.34, -1.21, -0.64)
C (3.71, -1.96, -0.94)
O (4.13, -2.57, 0.28)
C (4.43, -3.95, 0.12)
C (3.23, -4.88, 0.51)
B (2.11, -4.96, -0.64)
O (2.52, -5.27, -1.97)
B (1.37, -5.10, -2.79)
S (1.28, -3.98, -4.27)
O (0.20, -5.82, -2.36)
B (-0.20, -5.12, -1.19)
P (-2.07, -4.74, -0.97)
P (-2.19, -2.69, -0.23)
O (-0.80, -2.14, 0.07)
O (-3.10, -2.72, 1.19)
O (-2.89, -1.71, -1.35)
O (0.76, -4.68, -0.26)
H (2.16, -1.25, 0.45)
H (1.49, -1.68, -1.17)
H (2.46, -0.13, -0.89)
H (4.48, -1.27, -1.37)
H (3.49, -2.70, -1.75)
H (4.85, -4.19, -0.88)
H (5.25, -4.17, 0.84)
H (3.62, -5.91, 0.69)
H (2.78, -4.45, 1.43)
H (2.17, -4.53, -5.16)
H (-2.58, -5.61, 0.03)
H (-2.77, -3.50, 1.66)
H (-2.21, -1.24, -1.87)
O (-2.04, 0.99, -1.75)
C (-2.16, 1.37, -0.61)
O (-1.63, 2.54, -0.16)
C (-1.85, 2.65, 1.25)
C (-3.03, 1.75, 1.55)
C (-2.85, 0.64, 0.52)
H (-0.94, 2.34, 1.77)
H (-2.06, 3.69, 1.51)
H (-3.04, 1.39, 2.58)
H (-3.96, 2.28, 1.36)
H (-2.19, -0.15, 0.88)
H (-3.80, 0.24, 0.19)
O (0.15, 4.85, 2.21)
C (-0.42, 5.81, 1.77)
O (-1.74, 6.05, 1.99)
C (-2.14, 7.21, 1.24)
C (-0.87, 7.99, 0.99)
C (0.17, 6.88, 0.89)
H (-2.61, 6.88, 0.31)
H (-2.87, 7.78, 1.82)
H (-0.92, 8.63, 0.11)
H (-0.64, 8.62, 1.86)
H (0.26, 6.49, -0.12)
H (1.14, 7.20, 1.26)

(4)
Formula: C29H56ClFIN2OS
Source: the Open Molecules 2025 dataset
Level of theory: ωB97M-V with the def2-TZVPD basis set

Computed properties:
E_LUMO in eV: -2.4
Energy in eV: -70175.35369
Charge: +1
Kohn-Sham gap in hartree: 0.314

Geometry (Å):
C (-1.51, -0.39, 2.74)
C (-1.14, 0.67, 2.02)
C (0.19, 0.80, 1.32)
C (0.09, 0.94, -0.22)
C (-0.43, 2.36, -0.51)
C (-1.33, 2.56, -1.74)
C (-2.83, 2.34, -1.45)
C (-3.61, 1.65, -2.59)
C (-4.60, 0.58, -2.13)
C (-5.83, 1.14, -1.39)
C (-5.70, 1.16, 0.14)
C (-6.35, -0.06, 0.84)
C (-5.43, -0.71, 1.89)
N (-0.66, -0.14, -0.92)
F (-1.92, -0.42, -0.45)
C (0.17, -1.42, -1.05)
Cl (-0.08, -2.31, 0.48)
C (-0.34, -2.25, -2.23)
C (-1.48, -3.27, -2.01)
C (-0.95, -4.68, -1.74)
C (-2.30, -3.30, -3.31)
C (1.65, -0.91, -1.06)
C (2.45, -1.21, -2.33)
C (3.11, -2.62, -2.41)
C (2.83, -3.60, -1.27)
I (2.71, -3.54, -4.32)
C (1.52, 0.65, -0.85)
N (1.58, 1.28, -2.19)
C (2.70, 1.31, -0.10)
C (3.48, 0.46, 0.90)
C (4.28, 1.32, 1.89)
S (6.03, 1.59, 1.42)
H (-2.54, -0.73, 2.76)
H (-0.81, -0.97, 3.33)
H (-1.85, 1.49, 1.92)
H (0.80, -0.06, 1.61)
H (0.69, 1.72, 1.63)
H (-1.00, 2.70, 0.36)
H (0.44, 3.00, -0.56)
H (-1.04, 1.96, -2.60)
H (-1.19, 3.59, -2.07)
H (-2.94, 1.78, -0.52)
H (-3.29, 3.32, -1.27)
H (-2.92, 1.21, -3.32)
H (-4.19, 2.40, -3.13)
H (-4.96, 0.09, -3.04)
H (-4.11, -0.18, -1.51)
H (-6.05, 2.14, -1.77)
H (-6.69, 0.52, -1.65)
H (-6.15, 2.08, 0.52)
H (-4.65, 1.19, 0.44)
H (-6.64, -0.81, 0.10)
H (-7.24, 0.29, 1.37)
H (-6.00, -1.15, 2.70)
H (-4.76, 0.04, 2.33)
H (-4.80, -1.49, 1.44)
H (-0.85, 0.16, -1.89)
H (-0.67, -1.56, -3.02)
H (0.50, -2.79, -2.66)
H (-2.17, -2.94, -1.22)
H (-0.10, -4.89, -2.38)
H (-0.61, -4.79, -0.71)
H (-1.73, -5.42, -1.89)
H (-1.63, -3.40, -4.18)
H (-2.95, -4.17, -3.32)
H (-2.91, -2.40, -3.43)
H (2.08, -1.35, -0.17)
H (3.24, -0.48, -2.45)
H (1.81, -1.07, -3.20)
H (4.18, -2.47, -2.43)
H (3.38, -3.26, -0.39)
H (3.22, -4.59, -1.51)
H (1.78, -3.66, -0.99)
H (0.78, 1.14, -2.79)
H (1.78, 2.26, -2.13)
H (2.37, 2.24, 0.37)
H (3.40, 1.60, -0.89)
H (2.86, -0.27, 1.44)
H (4.19, -0.14, 0.33)
H (4.28, 0.88, 2.88)
H (3.85, 2.32, 1.96)
H (6.05, 0.76, 0.36)
C (7.22, 2.38, 5.56)
C (5.78, 2.68, 5.23)
O (5.46, 3.17, 4.17)
C (4.76, 2.33, 6.29)
H (7.86, 2.67, 4.73)
H (7.53, 2.93, 6.46)
H (7.35, 1.32, 5.76)
H (4.97, 2.88, 7.21)
H (4.80, 1.27, 6.51)
H (3.77, 2.60, 5.93)

(5)
Formula: C4H7F2NS
Source: the Open Molecules 2025 dataset
Level of theory: ωB97M-V with the def2-TZVPD basis set

Computed properties:
SMILES string: NCC(CS)=C(F)F
E_LUMO in eV: 0.7
Energy in eV: -22020.78704
Energy above the lowest of the compared OMol25 structures with the same formula, charge and spin in kJ/mol: 128.4
Kohn-Sham gap in hartree: 0.344

Geometry (Å):
N (-1.32, -1.61, -1.08)
C (0.05, -1.24, -1.23)
C (0.50, -0.29, -0.18)
C (0.31, -0.45, 1.31)
S (-1.39, -0.10, 1.76)
C (0.95, 0.88, -0.62)
F (1.16, 1.31, -1.83)
F (1.43, 1.78, 0.26)
H (-1.53, -2.48, -1.52)
H (-1.82, -0.92, -1.66)
H (0.69, -2.14, -1.15)
H (0.28, -0.74, -2.18)
H (0.91, 0.28, 1.90)
H (0.57, -1.46, 1.63)
H (-1.92, -0.90, 0.82)

(6)
Formula: C31H13Cl3F4FeN10O6S
Source: the Open Molecules 2025 dataset
Level of theory: ωB97M-V with the def2-TZVPD basis set

Computed properties:
Spin multiplicity: 2
E_LUMO (alpha / beta) in eV: -6.2 / -6.2
Energy in eV: -153190.74779
Charge: +1
⟨S²⟩: 0.778
Kohn-Sham gap (alpha / beta) in hartree: 0.163 / 0.164

Geometry (Å):
Fe (0.48, 1.21, -0.01)
N (-1.95, -1.94, 6.29)
C (-1.54, -0.88, 5.53)
C (-0.25, -0.34, 5.70)
C (0.17, 0.72, 4.92)
C (-0.67, 1.25, 3.96)
C (-1.95, 0.73, 3.77)
C (-2.38, -0.33, 4.55)
S (-0.11, 2.56, 2.96)
O (-1.23, 3.11, 2.24)
O (0.78, 3.39, 3.70)
N (0.78, 1.81, 1.78)
C (2.07, 1.45, 1.80)
N (2.33, 1.01, 0.54)
C (3.55, 0.55, 0.25)
C (4.52, 0.56, 1.22)
C (4.15, 1.03, 2.49)
N (2.94, 1.46, 2.80)
H (-1.43, -2.19, 7.10)
H (-2.93, -2.16, 6.31)
H (0.40, -0.75, 6.46)
H (1.16, 1.15, 5.07)
H (-2.60, 1.17, 3.03)
H (-3.38, -0.71, 4.43)
H (3.73, 0.19, -0.76)
H (5.52, 0.21, 1.03)
H (4.88, 1.04, 3.30)
Cl (0.03, -3.93, 1.87)
C (-1.22, -2.92, 1.17)
Cl (-2.60, -2.74, 2.23)
Cl (-1.75, -3.58, -0.40)
C (-0.66, -1.59, 0.90)
N (-0.23, -0.55, 0.70)
F (1.80, -2.27, -1.59)
C (1.68, -3.04, -2.68)
C (2.15, -4.29, -2.63)
F (2.69, -4.72, -1.50)
C (2.08, -5.20, -3.76)
C (1.49, -4.61, -4.96)
C (1.03, -3.35, -5.00)
F (0.51, -2.89, -6.13)
C (1.06, -2.47, -3.85)
C (0.56, -1.20, -3.88)
C (0.56, -0.35, -2.72)
N (0.55, 0.37, -1.84)
C (-0.06, -0.57, -5.01)
N (-0.59, -0.05, -5.88)
F (1.41, -5.35, -6.04)
C (2.51, -6.48, -3.71)
C (3.07, -7.08, -2.53)
N (3.49, -7.59, -1.59)
C (2.44, -7.39, -4.82)
N (2.40, -8.18, -5.65)
O (-1.33, 1.78, -0.42)
C (-0.86, 2.95, -0.61)
O (0.42, 3.03, -0.53)
C (-1.70, 4.11, -0.91)
C (-1.36, 5.35, -0.37)
C (-2.16, 6.45, -0.62)
C (-3.28, 6.32, -1.42)
C (-3.59, 5.08, -1.95)
C (-2.82, 3.96, -1.70)
N (-4.78, 4.94, -2.80)
O (-5.49, 5.92, -2.93)
O (-5.06, 3.82, -3.18)
H (-0.48, 5.43, 0.26)
H (-1.91, 7.41, -0.19)
H (-3.92, 7.17, -1.65)
H (-3.11, 3.01, -2.11)

(7)
Formula: C4H13NO3
Source: the Open Molecules 2025 dataset
Level of theory: ωB97M-V with the def2-TZVPD basis set

Computed properties:
SMILES string: CNC(CO)CO.O
E_LUMO in eV: 0.8
Energy in eV: -11990.30711
Energy above the lowest of the compared OMol25 structures with the same formula, charge and spin in kJ/mol: 208.8
Kohn-Sham gap in hartree: 0.368

Geometry (Å):
C (-1.54, 1.17, -1.27)
N (-1.02, -0.13, -0.75)
C (0.33, -0.03, -0.23)
C (0.61, -1.11, 0.83)
O (1.70, -0.67, 1.68)
C (1.46, 0.01, -1.25)
O (2.67, 0.53, -0.79)
H (-2.61, 1.08, -1.26)
H (-1.08, 1.42, -2.22)
H (-1.17, 1.94, -0.60)
H (-1.03, -0.77, -1.54)
H (0.35, 0.84, 0.44)
H (1.05, -2.05, 0.47)
H (-0.27, -1.36, 1.41)
H (1.33, -0.28, 2.48)
H (1.20, 0.61, -2.12)
H (1.57, -1.04, -1.58)
H (2.88, 0.28, 0.12)
O (-2.02, -0.27, 2.38)
H (-2.91, -0.38, 2.06)
H (-1.48, 0.20, 1.74)

(8)
Formula: C5H8O
Source: the Open Molecules 2025 dataset
Level of theory: ωB97M-V with the def2-TZVPD basis set

Computed properties:
SMILES string: C=C(C)[C@H]1CO1
E_LUMO in eV: 0.9
Energy in eV: -7359.10771
Energy above the lowest of the compared OMol25 structures with the same formula, charge and spin in kJ/mol: 303.7
Kohn-Sham gap in hartree: 0.350

Geometry (Å):
C (-0.25, 1.43, 0.25)
C (0.02, 0.15, 0.52)
C (0.70, -0.31, 1.79)
C (-0.03, -0.74, -0.64)
C (-0.78, -0.47, -1.84)
O (0.40, 0.23, -1.91)
H (-0.84, 1.75, -0.60)
H (0.20, 2.22, 0.84)
H (1.69, 0.14, 1.86)
H (0.83, -1.40, 1.81)
H (0.15, -0.03, 2.69)
H (0.43, -1.74, -0.51)
H (-1.72, 0.06, -1.72)
H (-0.80, -1.30, -2.54)

(9)
Formula: C3H15N2O2
Source: the Open Molecules 2025 dataset
Level of theory: ωB97M-V with the def2-TZVPD basis set

Computed properties:
E_LUMO in eV: -2.7
Energy in eV: -10423.51016
Charge: +1
Energy above the lowest of the compared OMol25 structures with the same formula, charge and spin in kJ/mol: 49.8
Kohn-Sham gap in hartree: 0.414

Geometry (Å):
C (-1.88, -0.67, -0.88)
C (-0.32, -0.72, -1.01)
C (0.28, 0.64, -1.28)
N (0.26, 1.57, -0.08)
N (-2.31, 0.67, -0.43)
H (-2.16, -1.42, -0.14)
H (-2.21, -0.86, -1.89)
H (-0.07, -1.35, -1.86)
H (0.20, -1.15, -0.17)
H (1.33, 0.54, -1.52)
H (-0.22, 1.15, -2.10)
H (1.15, 1.45, 0.42)
H (-0.46, 1.25, 0.55)
H (-2.76, 1.14, -1.20)
H (-3.14, 0.57, 0.15)
H (-0.11, 2.46, -0.38)
H (2.60, -2.64, 2.02)
H (1.43, -2.59, 1.05)
O (1.97, -2.03, 1.61)
H (1.84, -0.05, 2.36)
H (2.36, 1.30, 2.79)
O (2.23, 0.76, 2.00)

(10)
Formula: C13H3Cl6MnNO5
Source: the Open Molecules 2025 dataset
Level of theory: ωB97M-V with the def2-TZVPD basis set

Computed properties:
Spin multiplicity: 4
E_LUMO (alpha / beta) in eV: -2.9 / -2.3
Energy in eV: -131712.84191
⟨S²⟩: 3.858
Kohn-Sham gap (alpha / beta) in hartree: 0.224 / 0.246

Geometry (Å):
Mn (-0.46, 0.32, -1.09)
O (-2.72, 3.07, -2.53)
C (-2.13, 2.34, -1.79)
O (-1.98, 1.02, -1.96)
C (-1.61, 2.74, -0.43)
C (-1.96, 3.79, 0.40)
C (-1.69, 3.65, 1.77)
C (-1.20, 2.45, 2.29)
C (-0.88, 1.44, 1.40)
N (-0.96, 1.72, 0.11)
C (-0.83, -0.07, 1.58)
O (-0.67, -0.61, 2.64)
O (-1.15, -0.65, 0.43)
H (-2.50, 4.64, 0.01)
H (-1.96, 4.45, 2.44)
H (-1.15, 2.26, 3.36)
Cl (2.76, -5.82, -0.68)
C (2.30, -4.17, -0.59)
C (1.27, -3.70, -1.39)
Cl (0.43, -4.72, -2.49)
C (0.91, -2.36, -1.29)
Cl (-0.37, -1.71, -2.31)
C (1.53, -1.46, -0.43)
O (1.17, -0.19, -0.36)
C (2.58, -1.96, 0.36)
Cl (3.35, -0.86, 1.44)
C (2.95, -3.29, 0.28)
Cl (4.23, -3.87, 1.28)
Cl (0.73, 1.57, -2.44)